*one*
Here is a molecular structure, C34H26N2O5PPd from the OMol25 dataset. Energies are from wB97M-V/def2-TZVPD.

CARTESIAN COORDINATES (ANGSTROEM)
1 Pd 0.3795 0.3083 -0.0946
2 C -3.7204 -2.1137 -0.1952
3 O -3.1070 -3.3987 0.0883
4 C -1.8717 -3.5864 0.4174
5 C -1.3988 -4.8942 0.4029
6 C -0.1280 -5.1897 0.8569
7 C 0.7478 -4.2134 1.3494
8 C 0.3895 -2.8784 1.3744
9 C 1.2958 -1.9130 1.8569
10 N 1.1898 -0.6236 1.6139
11 N 2.0372 0.1647 2.2547
12 C 1.9374 1.4541 1.8472
13 O 1.1602 1.8481 0.9229
14 C 2.7797 2.4464 2.5273
15 C 2.6970 3.7848 2.1396
16 C 3.4864 4.7317 2.7657
17 C 4.3585 4.3483 3.7778
18 C 4.4415 3.0181 4.1669
19 C 3.6542 2.0647 3.5452
20 C -0.9967 -2.4891 0.9794
21 O -1.4664 -1.3995 1.2159
22 H -4.5433 -2.3623 -0.8562
23 H -3.0146 -1.4507 -0.6765
24 H -4.0784 -1.6938 0.7408
25 H -2.0582 -5.6641 0.0274
26 H 0.2104 -6.2166 0.8181
27 H 1.7356 -4.5037 1.6819
28 H 2.1666 -2.2493 2.4144
29 H 2.0074 4.0693 1.3563
30 H 3.4232 5.7701 2.4696
31 H 4.9749 5.0913 4.2666
32 H 5.1206 2.7266 4.9565
33 H 3.7068 1.0260 3.8374
34 O -2.0829 -2.5123 -1.1870
35 C -1.4219 -1.5361 -1.5155
36 O -0.2468 -1.3129 -1.0172
37 C -1.9767 -0.6009 -2.5731
38 C -3.0234 -1.1059 -3.3385
39 C -3.5792 -0.3664 -4.3697
40 C -3.1045 0.9054 -4.6463
41 C -2.0737 1.4302 -3.8840
42 C -1.5010 0.6878 -2.8548
43 P -0.1807 1.4710 -1.9011
44 C 1.2565 1.6022 -2.9794
45 C 2.3256 2.4024 -2.5674
46 C 3.4761 2.4632 -3.3325
47 C 3.5702 1.7216 -4.5051
48 C 2.5167 0.9166 -4.9087
49 C 1.3591 0.8513 -4.1456
50 C -0.6975 3.1484 -1.4890
51 C -0.4620 4.2177 -2.3525
52 C -0.9114 5.4863 -2.0205
53 C -1.5944 5.6909 -0.8296
54 C -1.8278 4.6294 0.0343
55 C -1.3786 3.3605 -0.2923
56 H -3.3867 -2.0981 -3.1110
57 H -4.3865 -0.7830 -4.9572
58 H -3.5388 1.4911 -5.4452
59 H -1.7171 2.4334 -4.0840
60 H 2.2520 2.9721 -1.6477
61 H 4.3028 3.0859 -3.0177
62 H 4.4706 1.7721 -5.1028
63 H 2.5924 0.3366 -5.8186
64 H 0.5390 0.2190 -4.4616
65 H 0.0823 4.0628 -3.2762
66 H -0.7261 6.3149 -2.6909
67 H -1.9420 6.6824 -0.5712
68 H -2.3534 4.7933 0.9654
69 H -1.5456 2.5345 0.3895

Computed properties:
**Charge**: +1
**Frontier orbital gap (spin up / spin down)**: 5.71 / 5.48 eV
**HOMO energy (spin up / spin down)**: -10.74 / -10.67 eV

*two*
Here is a molecular structure, C34H26N2O5PPd from the OMol25 dataset. Energies are from wB97M-V/def2-TZVPD.

CARTESIAN COORDINATES (ANGSTROEM)
1 Pd 0.7121 -1.2747 0.3575
2 C 2.6405 1.4417 3.3639
3 O 1.5626 2.2906 3.8032
4 C 0.2733 2.0558 3.5494
5 C -0.6610 2.9029 4.0614
6 C -2.0467 2.7108 3.8335
7 C -2.5348 1.6954 3.0752
8 C -1.6410 0.7549 2.4919
9 C -2.1388 -0.2745 1.7359
10 N -1.3966 -1.2731 1.1303
11 N -2.1217 -2.2927 0.8980
12 C -1.3568 -3.4139 0.3714
13 O -0.1625 -3.3096 0.1483
14 C -2.1363 -4.6352 0.1755
15 C -3.5310 -4.6174 0.1756
16 C -4.2280 -5.7910 -0.0456
17 C -3.5379 -6.9781 -0.2459
18 C -2.1485 -7.0028 -0.2356
19 C -1.4447 -5.8330 -0.0327
20 C -0.1821 0.8619 2.8019
21 O 0.5860 -0.0536 2.5138
22 H 3.5278 2.0010 3.6460
23 H 2.5993 1.2861 2.2876
24 H 2.5959 0.4852 3.8774
25 H -0.3191 3.7354 4.6594
26 H -2.7436 3.4133 4.2699
27 H -3.5975 1.5995 2.9056
28 H -3.2113 -0.3999 1.6506
29 H -4.0609 -3.6931 0.3483
30 H -5.3074 -5.7877 -0.0572
31 H -4.0852 -7.8956 -0.4085
32 H -1.6238 -7.9340 -0.3866
33 H -0.3640 -5.8270 -0.0301
34 O 3.3352 -1.4461 0.8986
35 C 3.1058 -1.1469 -0.2518
36 O 2.0894 -1.6742 -0.9550
37 C 3.6591 0.0529 -0.9296
38 C 4.9948 0.3007 -1.1879
39 C 5.3434 1.4448 -1.8896
40 C 4.3675 2.3347 -2.3191
41 C 3.0315 2.0980 -2.0321
42 C 2.6725 0.9548 -1.3285
43 P 0.9444 0.6036 -0.8761
44 C 0.3595 2.1690 -0.1967
45 C 1.2489 3.1097 0.3247
46 C 0.7825 4.3236 0.7972
47 C -0.5735 4.6103 0.7591
48 C -1.4686 3.6724 0.2657
49 C -1.0072 2.4551 -0.2026
50 C -0.0038 0.3167 -2.3825
51 C -0.4140 1.4008 -3.1596
52 C -1.0738 1.1870 -4.3577
53 C -1.3284 -0.1073 -4.7863
54 C -0.9186 -1.1884 -4.0194
55 C -0.2550 -0.9836 -2.8206
56 H 5.7478 -0.4021 -0.8615
57 H 6.3821 1.6417 -2.1135
58 H 4.6489 3.2178 -2.8744
59 H 2.2809 2.8092 -2.3525
60 H 2.3114 2.9130 0.3357
61 H 1.4825 5.0477 1.1882
62 H -0.9332 5.5655 1.1133
63 H -2.5269 3.8902 0.2370
64 H -1.7120 1.7391 -0.6054
65 H -0.2206 2.4154 -2.8360
66 H -1.3889 2.0306 -4.9555
67 H -1.8449 -0.2738 -5.7214
68 H -1.1111 -2.1978 -4.3545
69 H 0.0762 -1.8317 -2.2385

Computed properties:
**Charge**: +1
**Frontier orbital gap (spin up / spin down)**: 5.69 / 5.81 eV
**HOMO energy (spin up / spin down)**: -10.91 / -10.98 eV

Most stable: *two*

*one*
Here is 2 unconnected molecules or ions with the total composition C6H17N2O4 from the OMol25 dataset. Energies are from wB97M-V/def2-TZVPD.

CARTESIAN COORDINATES (ANGSTROEM)
1 C 1.0287 0.0907 2.2354
2 C 1.2662 0.3867 0.7664
3 C 0.2024 -1.6807 -0.1619
4 C -1.2692 -2.1103 -0.2396
5 C 0.2267 0.4068 -1.4520
6 C -0.8470 2.3168 -1.1475
7 N 0.2137 -0.1965 -0.1009
8 N -1.9948 -1.2862 0.7251
9 O 1.4530 0.6864 -1.9556
10 O 0.2628 3.0918 -1.1227
11 O -1.4565 2.1176 0.0491
12 O -1.7264 2.4714 -2.1607
13 H 1.1234 -0.9657 2.4707
14 H 1.7718 0.6213 2.8239
15 H 0.0452 0.4401 2.5380
16 H 1.2351 1.4681 0.6164
17 H 2.2355 0.0069 0.4354
18 H 0.6500 -2.0732 0.7494
19 H 0.7789 -2.0270 -1.0193
20 H -1.3493 -3.1886 -0.0647
21 H -1.6737 -1.9008 -1.2322
22 H -0.3827 -0.1602 -2.1466
23 H -1.8506 -1.6302 1.6712
24 H -2.9918 -1.3050 0.5444
25 H -0.7299 -0.0028 0.3423
26 H 1.7741 1.5514 -1.6598
27 H 0.0760 4.0390 -1.0229
28 H -2.4164 2.1662 -0.0579
29 H -1.3112 2.7421 -2.9884

Computed properties:
**Charge**: +1
**Frontier orbital gap**: 9.57 eV
**HOMO energy**: -12.14 eV

*two*
Here is a molecular structure, C6H17N2O4 from the OMol25 dataset. Energies are from wB97M-V/def2-TZVPD.

CARTESIAN COORDINATES (ANGSTROEM)
1 C 0.2513 -1.0869 -2.2844
2 C 0.4038 0.3023 -1.7115
3 C -1.7987 0.0598 -0.4946
4 C -2.1431 -0.9396 0.5511
5 C -0.1633 1.2761 0.6331
6 C 1.6050 0.8283 1.3162
7 N -0.3848 0.2248 -0.4158
8 N -1.0246 -1.8266 0.9128
9 O -0.2122 2.5258 0.0451
10 O 2.4844 1.7156 0.6333
11 O 1.8311 -0.4655 0.9416
12 O 1.5729 0.9099 2.7109
13 H -0.7568 -1.4855 -2.0834
14 H 0.4048 -1.1498 -3.3306
15 H 1.0627 -1.8497 -2.0047
16 H 1.4605 0.4684 -1.5981
17 H 0.1249 0.9270 -2.4599
18 H -2.1138 -0.1810 -1.5817
19 H -2.2129 1.0750 -0.3877
20 H -3.0767 -1.5634 0.3195
21 H -2.3955 -0.4322 1.4757
22 H -0.8588 1.2237 1.4146
23 H -1.1568 -2.8924 0.9078
24 H -0.7029 -1.5060 1.7589
25 H -0.0311 -0.8089 -0.1106
26 H 0.6900 2.7062 -0.3680
27 H 3.4261 1.2304 0.5761
28 H 2.3449 -1.0368 1.5392
29 H 1.3694 1.7509 3.0952

Computed properties:
**Charge**: +1
**Frontier orbital gap**: 10.98 eV
**HOMO energy**: -13.60 eV

Most stable: *one*

*one*
Here is C5H8N2O2S in the gas phase from the OMol25 dataset. Energies are from wB97M-V/def2-TZVPD.

CARTESIAN COORDINATES (ANGSTROEM)
1 C 1.3174 1.5708 0.8941
2 C -0.6482 -1.0227 -0.8386
3 C 0.1775 2.0606 1.7840
4 C -0.3404 0.1179 0.1643
5 C -2.3280 -2.7822 -1.8874
6 N 0.9705 0.4768 0.2143
7 N 2.5977 1.9017 1.2091
8 O 0.3506 -1.4444 -1.4222
9 O -1.9153 -1.5172 -1.0259
10 S -1.2947 1.0916 1.2177
11 H 0.3378 1.9104 2.8775
12 H -0.0085 3.0483 1.7341
13 H -2.4706 -3.4920 -1.1928
14 H -2.9867 -2.5925 -2.7069
15 H -1.5155 -3.0599 -2.5212
16 H 1.6476 -0.0239 -0.2604
17 H 3.1166 1.0476 1.0148
18 H 2.9921 2.7091 0.7456

Computed properties:
**Charge**: 0
**Frontier orbital gap (spin up / spin down)**: 6.70 / 6.61 eV
**HOMO energy (spin up / spin down)**: -6.18 / -6.13 eV

*two*
Here is C5H8N2O2S in the gas phase from the OMol25 dataset. Energies are from wB97M-V/def2-TZVPD.

CARTESIAN COORDINATES (ANGSTROEM)
1 C -0.5899 0.4447 0.7115
2 C 1.5734 1.3523 0.3850
3 C 1.1994 0.7921 -1.0114
4 C 0.7248 0.1219 0.2508
5 C 1.1320 -1.3004 0.6763
6 N -1.5818 1.0058 1.0280
7 N -1.5363 -1.5148 -0.6090
8 O -3.2333 0.7586 -1.1751
9 O -2.6811 -1.2740 0.1155
10 S -3.3644 0.1944 0.1545
11 H 2.5471 1.2771 0.5796
12 H 1.2507 2.3075 0.8544
13 H 0.5063 1.3226 -1.4946
14 H 1.7622 0.1717 -1.6866
15 H 0.5144 -1.9562 0.2821
16 H 1.2173 -1.5169 1.8057
17 H 2.0954 -1.3867 0.3919
18 H -1.5361 -0.7997 -1.2587

Computed properties:
**Charge**: 0
**Frontier orbital gap (spin up / spin down)**: 7.31 / 8.52 eV
**HOMO energy (spin up / spin down)**: -7.72 / -8.95 eV

Most stable: *one*